The following is a DFT calculation (wB97M-V/def2-TZVPD) of a cluster of 2 separate species, C15H18 in total.

The LUMO energy comes out at 0.9 eV. The value obtained for the calculated total energy is -15843.34921 eV. The HOMO energy comes out at -8.470 eV. The HOMO-LUMO gap is 9.39 eV. As for the structure (SMILES): CCc1ccccc1.Cc1ccccc1.

ORCA input file:
```
! RIJCOSX wB97M-V def2-TZVPD def2/J DEFGRID3
* xyz 0 1
C -0.76911 3.03783 2.53769
C -1.18025 2.77204 1.11319
C 0.00012 2.03672 0.48107
C 0.70820 2.61704 -0.59303
C 1.60037 1.77611 -1.20987
C 2.01264 0.64354 -0.53752
C 1.60548 0.25267 0.70408
C 0.41110 0.89941 1.18810
H -0.20694 3.96737 2.76312
H -0.39399 2.23828 2.94461
H -1.73378 3.10727 2.93936
H -2.09776 1.97705 1.14390
H -1.57981 3.53560 0.48363
H 0.47108 3.63376 -1.15308
H 2.31663 2.15142 -1.98084
H 2.67456 -0.06481 -1.01504
H 1.99699 -0.47621 1.25442
H 0.10741 0.41291 2.07028
C -1.57176 -2.05363 1.52669
C -1.20309 -2.04825 0.05193
C -1.29330 -1.09328 -0.88951
C -0.49100 -1.17502 -2.10062
C 0.60951 -1.95647 -2.14473
C 0.55683 -3.11101 -1.22226
C -0.36847 -3.29481 -0.25571
H -0.73732 -2.01878 2.24025
H -2.27510 -2.78584 1.88530
H -2.08092 -1.05150 1.81113
H -1.90222 -0.31008 -0.76259
H -0.63738 -0.39085 -2.85295
H 1.31720 -1.82494 -2.89186
H 1.39086 -3.88423 -1.34231
H -0.39318 -4.03386 0.56563
*
```